Entry from OMol25: 5 unconnected molecules or ions with the total composition C34H73FN6O2 in a non-equilibrium geometry (the ωB97M-V functional and the def2-TZVPD basis).

```
! RIJCOSX wB97M-V def2-TZVPD def2/J DEFGRID3
* xyz 0 1
C -1.89 -5.06 -1.17
C -0.79 -4.02 -1.57
C -1.06 -3.45 -2.99
C -1.08 -1.87 -3.09
N -1.68 -1.19 -1.93
C -0.96 -0.12 -1.36
C -1.59 0.89 -0.69
N -2.99 1.01 -0.49
C -0.80 2.01 -0.06
O -1.31 2.74 0.73
C 0.64 2.29 -0.44
C 1.25 1.33 -1.06
F 2.52 1.49 -1.40
C 0.57 0.01 -1.35
O 1.30 -0.91 -1.51
H -2.08 -5.06 -0.09
H -2.85 -4.83 -1.66
H -1.59 -6.05 -1.55
H -0.72 -3.28 -0.77
H 0.18 -4.54 -1.61
H -0.29 -3.80 -3.69
H -2.07 -3.78 -3.28
H -0.10 -1.49 -3.40
H -1.76 -1.68 -3.95
H -2.63 -0.95 -2.19
H -3.22 0.66 0.43
H -3.54 0.58 -1.22
H 1.10 3.24 -0.19
C 4.83 -1.56 -0.74
C 3.91 -2.77 -0.67
N 4.58 -4.04 -0.90
C 3.66 -5.15 -1.08
C 2.77 -5.55 0.10
C 5.73 -4.31 -0.05
C 5.51 -4.33 1.47
H 5.35 -1.52 -1.70
H 4.24 -0.65 -0.64
H 5.57 -1.56 0.06
H 3.14 -2.65 -1.44
H 3.38 -2.76 0.30
H 4.22 -6.03 -1.41
H 3.01 -4.90 -1.93
H 3.33 -6.10 0.86
H 1.98 -6.21 -0.25
H 2.29 -4.69 0.57
H 6.50 -3.57 -0.27
H 6.18 -5.26 -0.35
H 4.89 -3.51 1.81
H 6.47 -4.24 1.98
H 5.06 -5.27 1.80
C -7.49 2.91 -3.14
C -6.31 2.29 -3.87
N -6.25 0.84 -3.76
C -5.00 0.28 -4.23
C -4.67 0.42 -5.72
C -7.45 0.12 -4.16
C -7.95 0.31 -5.60
H -7.49 2.63 -2.08
H -7.42 4.00 -3.20
H -8.44 2.62 -3.58
H -5.40 2.70 -3.44
H -6.33 2.61 -4.92
H -4.96 -0.79 -3.96
H -4.18 0.73 -3.65
H -5.25 -0.26 -6.33
H -3.61 0.18 -5.88
H -4.83 1.44 -6.08
H -8.26 0.40 -3.48
H -7.30 -0.95 -3.98
H -7.92 1.35 -5.92
H -8.99 -0.03 -5.67
H -7.38 -0.28 -6.31
C 2.39 7.06 5.03
C 2.61 7.07 3.53
N 2.53 5.75 2.92
C 3.00 5.72 1.54
C 2.20 6.52 0.50
C 1.32 4.99 3.18
C -0.02 5.62 2.77
H 3.10 6.39 5.53
H 2.54 8.06 5.43
H 1.38 6.75 5.30
H 3.61 7.47 3.34
H 1.90 7.77 3.07
H 3.07 4.68 1.21
H 4.03 6.09 1.53
H 1.27 6.01 0.23
H 2.79 6.60 -0.42
H 1.97 7.53 0.84
H 1.27 4.79 4.26
H 1.41 4.01 2.72
H -0.09 6.68 3.02
H -0.83 5.11 3.28
H -0.20 5.50 1.70
C 0.03 -2.18 1.78
C 0.72 -1.19 2.71
N 0.74 -1.62 4.10
C 1.16 -0.58 5.02
C 2.60 -0.05 4.89
C 1.32 -2.94 4.34
C 2.76 -3.18 3.89
H -0.99 -2.39 2.11
H -0.03 -1.75 0.78
H 0.57 -3.12 1.71
H 0.17 -0.25 2.66
H 1.73 -0.99 2.33
H 1.00 -0.92 6.04
H 0.48 0.27 4.89
H 3.33 -0.75 5.31
H 2.69 0.88 5.46
H 2.87 0.18 3.86
H 0.68 -3.68 3.85
H 1.23 -3.17 5.40
H 2.96 -2.78 2.90
H 2.95 -4.26 3.85
H 3.48 -2.76 4.59
*
```

## Properties
LUMO energy = -0.85 eV
Kohn-Sham gap = 7.1 eV
Structure (SMILES) = CCCCNC1=C(N)C(=O)C=C(F)C1=O.CCN(CC)CC.CCN(CC)CC.CCN(CC)CC.CCN(CC)CC
Molecular weight = 617.00 g mol⁻¹
Largest force on an atom = 2.50 eV/Å